(one)
This record from OMol25 describes 2 unconnected molecules or ions with the total composition CH3BrO2. The level of theory is ωB97M-V/def2-TZVPD.

Cartesian coordinates (Å):
C -0.0617 1.1801 0.6909
O 0.1188 0.0292 0.9260
H -0.7355 1.6372 1.4110
H 0.2839 1.7558 -0.1552
O -0.0982 -1.2247 -1.3478
Br 0.3133 -2.8620 -0.7541
H 0.1795 -0.5156 -0.7708

## Properties
Highest occupied orbital energy = -9.569 eV
Frontier orbital gap = 9.73 eV
SMILES = C=O.OBr

natural (NBO) analysis output, partial charges in e: 0.28, -0.50, 0.12, 0.12, -0.82, 0.31, 0.48



(two)
This record from OMol25 describes 2 unconnected molecules or ions with the total composition CH3BrO2. The level of theory is ωB97M-V/def2-TZVPD.

Cartesian coordinates (Å):
C 0.9795 0.7321 0.9263
O 1.7414 -0.1163 0.5730
H 1.0250 1.3444 1.8810
H 0.1099 1.0017 0.3401
O -1.6427 -0.5264 -1.3368
Br -1.1809 -1.9436 -0.2886
H -1.0322 -0.4919 -2.0950

## Properties
Highest occupied orbital energy = -10.077 eV
Frontier orbital gap = 9.65 eV
SMILES = C=O.OBr

natural (NBO) analysis output, partial charges in e: 0.29, -0.49, 0.10, 0.10, -0.79, 0.31, 0.49



Stability ranking, top and bottom: (two) is the most stable and (one) is the least stable.



(one)
This record from OMol25 describes a gas-phase ion, C5H12N2 (charge +2). The level of theory is ωB97M-V/def2-TZVPD.

Cartesian coordinates (Å):
C -3.8931 -0.0324 0.1143
N -2.6806 0.3531 -0.0674
C -1.5254 -0.4151 0.2492
C -0.3422 0.0094 -0.1937
C 0.9391 -0.7848 -0.2059
C 2.1910 -0.0228 -0.6159
N 2.7697 0.6753 0.6294
H -4.7927 0.5597 -0.0057
H -3.9741 -1.1019 0.2933
H -2.4899 1.1994 -0.6034
H -1.6152 -1.1587 1.0305
H -0.2552 0.9666 -0.7063
H 1.3597 -1.4619 0.5595
H 0.6013 -1.5518 -0.9254
H 2.1180 0.7480 -1.3811
H 2.9854 -0.7173 -0.8885
H 2.0521 1.2730 1.0606
H 3.4186 1.4034 0.3031
H 3.1335 0.0590 1.3536

## Properties
Highest occupied orbital energy = -18.029 eV
Net charge = +2
Frontier orbital gap = 9.54 eV
SMILES = C=[NH+]/C=C/CC[NH3+]

natural (NBO) analysis output, partial charges in e: 0.15, -0.41, -0.06, -0.13, -0.52, -0.21, -0.68, 0.27, 0.23, 0.45, 0.26, 0.22, 0.27, 0.31, 0.24, 0.26, 0.44, 0.46, 0.46



(two)
This record from OMol25 describes a gas-phase ion, C5H12N2 (charge +2). The level of theory is ωB97M-V/def2-TZVPD.

Cartesian coordinates (Å):
C 0.9796 -2.8998 1.4493
N 0.2719 -1.9686 0.8094
C 0.4700 -0.4827 0.4220
C 1.7897 -0.1522 0.5363
C -0.7050 0.1097 -0.2519
C -0.4112 1.5713 -0.4938
N -1.4923 2.2148 -1.4328
H 1.9469 -2.6171 1.9220
H 0.5120 -3.8595 1.7579
H -0.5511 -2.3245 0.2782
H 2.0452 0.8500 0.7301
H 2.5813 -0.9204 0.3932
H -0.8743 -0.3890 -1.2233
H -1.6607 -0.0637 0.3352
H -0.2150 2.1065 0.4822
H 0.5273 1.5721 -1.0455
H -1.4269 1.9779 -2.3976
H -2.3826 2.0283 -0.9841
H -1.4050 3.2469 -1.2869

## Properties
Highest occupied orbital energy = -17.963 eV
Net charge = +2
Frontier orbital gap = 9.15 eV
SMILES = C=[NH+]C(=C)CC[NH3+]

natural (NBO) analysis output, partial charges in e: 0.15, -0.45, 0.14, -0.31, -0.50, -0.22, -0.68, 0.25, 0.27, 0.43, 0.24, 0.26, 0.26, 0.26, 0.27, 0.25, 0.46, 0.45, 0.47



Stability ranking, top and bottom: (one) is the most stable and (two) is the least stable.



(one)
This record from OMol25 describes 3 unconnected molecules or ions with the total composition C4H16NO2. The level of theory is ωB97M-V/def2-TZVPD.

Cartesian coordinates (Å):
C -0.6030 -2.1177 0.2491
C -1.2458 -0.7461 0.0442
N -0.0547 0.2338 -0.1686
C -0.0713 1.3174 -1.1902
C -2.3395 -0.7497 -1.0768
H 0.2663 -2.5817 -0.2112
H -1.3623 -2.8887 -0.0685
H -0.5965 -2.3978 1.2943
H -1.8637 -0.4797 0.9288
H 0.2459 0.7104 0.7409
H 0.8254 -0.3219 -0.2671
H 0.7622 1.1652 -1.9079
H -0.8587 1.2630 -1.9356
H -0.2548 2.2527 -0.6880
H -3.1742 -0.1235 -0.7852
H -2.6195 -1.7132 -1.4262
H -1.9455 -0.2904 -1.9652
H 0.5073 2.4680 2.4251
H 1.6109 1.4330 2.0418
O 0.6740 1.6387 1.9840
H 3.6375 -0.1492 0.3330
H 2.6875 0.8498 -0.5227
O 2.8033 -0.0134 -0.1196

## Properties
Highest occupied orbital energy = -15.308 eV
Net charge = +1
Frontier orbital gap = 12.30 eV

natural (NBO) analysis output, partial charges in e: -0.70, -0.04, -0.58, -0.45, -0.62, 0.25, 0.25, 0.24, 0.24, 0.48, 0.46, 0.23, 0.24, 0.24, 0.23, 0.25, 0.21, 0.52, 0.50, -0.96, 0.51, 0.49, -0.98



(two)
This record from OMol25 describes 3 unconnected molecules or ions with the total composition C4H16NO2. The level of theory is ωB97M-V/def2-TZVPD.

Cartesian coordinates (Å):
C 0.6551 -0.4782 -1.1508
C -0.8078 -0.9035 -1.2836
C -1.7281 0.2935 -1.3864
C -2.0759 1.0654 -0.0814
N 1.0374 -0.0574 0.2449
H 0.9568 0.3044 -1.8565
H 1.3670 -1.2530 -1.4446
H -0.9950 -1.5960 -0.4524
H -0.8092 -1.4787 -2.2022
H -2.6986 0.0025 -1.7862
H -1.3032 0.9818 -2.1160
H -1.5459 1.9793 0.1760
H -3.1282 1.3361 -0.0810
H -1.8990 0.3298 0.7086
H 0.6636 0.8717 0.4033
H 0.6368 -0.7165 0.9217
H 2.0466 -0.1223 0.3596
H 0.0527 -0.8767 3.2938
H -1.4914 -1.1617 3.1548
O -0.6312 -1.2598 2.7387
H 4.2761 0.2394 0.7715
H 3.8649 1.6983 0.6230
O 3.5566 0.8014 0.4450

## Properties
Highest occupied orbital energy = -15.096 eV
Net charge = +1
Frontier orbital gap = 12.00 eV

natural (NBO) analysis output, partial charges in e: -0.22, -0.42, -0.42, -0.63, -0.69, 0.22, 0.22, 0.22, 0.25, 0.23, 0.21, 0.20, 0.24, 0.20, 0.44, 0.45, 0.47, 0.48, 0.50, -0.97, 0.50, 0.51, -0.98



(three)
This record from OMol25 describes 3 unconnected molecules or ions with the total composition C4H16NO2. The level of theory is ωB97M-V/def2-TZVPD.

Cartesian coordinates (Å):
C 2.6601 -0.1756 -0.5824
C 1.2403 0.3874 -0.6365
N 0.4299 -0.2656 0.4630
C 0.4513 -1.7816 0.3577
C 1.1070 1.9036 -0.4286
H 3.2137 0.0414 0.3354
H 3.2911 0.2618 -1.3607
H 2.7145 -1.2536 -0.6916
H 0.8948 0.0797 -1.6169
H 0.8815 -0.1203 1.3615
H -0.5477 0.0280 0.4933
H 1.2719 -2.1634 0.9584
H -0.4002 -2.2990 0.8152
H 0.4174 -2.0263 -0.6993
H 1.1033 2.3578 0.5707
H 0.2326 2.2802 -0.9487
H 2.0192 2.3116 -0.8986
H -2.9610 0.1860 -0.1178
H -3.1530 -0.3151 -1.5330
O -2.4625 -0.0356 -0.9346
H -4.6174 -0.4382 1.7330
H -3.9681 0.9765 1.7657
O -3.8188 0.0604 1.5948

## Properties
Highest occupied orbital energy = -14.832 eV
Net charge = +1
Frontier orbital gap = 12.03 eV

natural (NBO) analysis output, partial charges in e: -0.65, -0.04, -0.50, -0.43, -0.65, 0.22, 0.26, 0.23, 0.24, 0.43, 0.46, 0.23, 0.25, 0.24, 0.23, 0.24, 0.25, 0.50, 0.49, -1.00, 0.50, 0.49, -0.97



Stability ranking, top and bottom: (two) is the most stable and (one) is the least stable.



(one)
This record from OMol25 describes a molecular structure, C3H10FN2. The level of theory is ωB97M-V/def2-TZVPD.

Cartesian coordinates (Å):
C 0.7505 0.6864 -1.5582
C 0.4866 -0.6942 0.5303
C 0.0815 0.5467 -0.2193
N -0.5382 1.5684 0.3597
N -0.6459 -1.3306 1.1925
F -1.7050 -0.5066 -0.8006
H 0.8390 1.6714 -1.7987
H 0.1885 -0.1137 -2.2566
H 1.7351 0.4014 -1.4597
H 1.0802 -0.4309 1.3544
H 0.9154 -1.3432 -0.3225
H -0.7241 2.5035 0.0313
H -0.8603 1.5734 1.3062
H -0.6241 -2.3308 1.3357
H -1.4225 -1.1249 0.0747
H -1.1519 -0.9744 1.9729

## Properties
Highest occupied orbital energy = -15.566 eV
Net charge = +1
Frontier orbital gap = 11.28 eV

natural (NBO) analysis output, partial charges in e: -0.68, -0.31, 0.57, -0.67, -0.83, -0.61, 0.24, 0.31, 0.25, 0.26, 0.27, 0.44, 0.41, 0.43, 0.51, 0.42



(two)
This record from OMol25 describes 2 unconnected molecules or ions with the total composition C3H10FN2. The level of theory is ωB97M-V/def2-TZVPD.

Cartesian coordinates (Å):
C -0.7247 -1.4034 1.5160
C -1.4949 -0.6939 0.4446
C 0.3386 1.4139 -0.3495
N 1.4635 0.6614 0.0726
N -0.1211 1.0552 -1.7466
F -1.4227 -1.0153 -0.8176
H 0.2292 -0.9931 1.8134
H -0.6138 -2.4969 1.1255
H -1.3365 -1.6252 2.4317
H -2.5516 -0.3822 0.6725
H 0.2563 2.4682 -0.0547
H 1.2204 -0.1092 0.6119
H 2.0351 1.3015 0.6873
H 0.7573 0.6914 -2.2506
H -0.3114 1.9145 -2.1872
H -0.9161 0.2954 -1.8289

## Properties
Highest occupied orbital energy (alpha / beta) = -12.449 / -13.116 eV
Net charge = +1
Frontier orbital gap (alpha / beta) = 7.99 / 9.60 eV

natural (NBO) analysis output, partial charges in e: -0.75, 0.26, 0.11, -0.83, -0.75, -0.34, 0.22, 0.26, 0.28, 0.17, 0.22, 0.39, 0.40, 0.45, 0.44, 0.48



Stability ranking, top and bottom: (one) is the most stable and (two) is the least stable.



(one)
This record from OMol25 describes 2 unconnected molecules or ions with the total composition C2H4OS3. The level of theory is ωB97M-V/def2-TZVPD.

Cartesian coordinates (Å):
C 0.9152 -0.2238 -0.0378
C 0.5752 0.6205 -1.2486
O -1.6644 0.5032 0.4249
S 2.2048 -0.9265 0.5182
S -2.1086 -0.1524 3.6535
S -0.7273 -0.4194 0.9961
H -0.3830 1.0301 -1.0007
H 0.4899 -0.0052 -2.1616
H 1.5012 1.1992 -1.5250
H -0.8029 -1.6258 0.3811

## Properties
Highest occupied orbital energy (alpha / beta) = -8.990 / -9.015 eV
Frontier orbital gap (alpha / beta) = 6.44 / 6.47 eV

natural (NBO) analysis output, partial charges in e: -0.29, -0.74, -0.97, 0.15, -0.05, 1.09, 0.27, 0.26, 0.26, 0.03



(two)
This record from OMol25 describes 2 unconnected molecules or ions with the total composition C2H4OS3. The level of theory is ωB97M-V/def2-TZVPD.

Cartesian coordinates (Å):
C 1.6834 0.1673 0.3529
C 1.7693 -0.8700 -0.3823
O -0.9316 -0.3251 -1.3959
S 1.4400 1.4318 1.2087
S -2.3621 1.3997 0.5994
S -1.2478 -0.2943 0.0168
H 0.8259 -1.1371 -0.7791
H -1.1864 2.2505 0.6249
H 2.4719 -1.6778 -0.1737
H -2.4626 -0.9449 -0.0717

## Properties
Highest occupied orbital energy = -8.834 eV
Frontier orbital gap = 8.59 eV

natural (NBO) analysis output, partial charges in e: -0.03, -0.63, -0.96, 0.12, -0.24, 1.00, 0.27, 0.16, 0.26, 0.05



Stability ranking, top and bottom: (two) is the most stable and (one) is the least stable.